A molecular structure, C33H59N4O3PTi in a non-equilibrium geometry, computed with ωB97M-V with the def2-TZVPD basis set.

The geometry in XYZ format:
```
101
Properties=species:S:1:pos:R:3
Ti 0.7249 0.9338 -2.4033
P 0.2242 -0.8876 4.3737
O -0.5637 -0.4841 -2.9575
O -0.8086 1.8800 -1.8797
O -4.4606 -2.2284 -5.1272
N 2.3854 -0.6506 -3.2450
N 0.9913 1.6211 -4.5761
N 1.3315 -0.4793 -0.8455
N 0.5523 -2.9021 -1.8522
C -3.2673 -1.6482 2.5018
C 2.0056 -1.9976 -3.7481
C -3.7377 -2.6876 -6.2880
C 0.4291 1.5405 6.0625
C 2.0531 2.4961 -1.6089
C -2.4977 -1.4102 -4.0320
C -4.2159 -1.2107 3.4448
C -0.2657 1.8181 3.7777
C 2.8037 -0.8756 -0.7676
C -3.8978 -1.3590 -4.3138
C -2.7155 0.6026 -2.7251
C -2.5017 -0.4897 4.8974
C 0.8136 4.7623 -1.7121
C 1.7267 -3.1349 -2.7257
C 1.9393 0.6637 -5.3132
C 0.5976 0.9493 4.6689
C 3.0028 0.0366 -4.4161
C 0.3975 -2.1017 5.9561
C -3.8386 -0.6502 4.6323
C 3.4608 -0.6109 -2.1312
C -1.9205 -1.5457 2.8326
C 2.1057 0.9964 4.1948
C -0.5381 -1.7986 7.1117
C 1.8412 -2.0832 6.4962
C 2.1632 3.9694 -1.9635
C -2.8843 2.6435 -1.1081
C -1.8237 -0.4535 -3.2934
C -4.6962 -0.2799 -3.7903
C -1.5230 -0.9265 4.0127
C 2.7899 4.3897 -3.2902
C -2.1699 1.6377 -1.9678
C -4.1104 0.6035 -2.9766
C 0.1208 -3.5802 5.3749
H 3.9239 0.3519 -2.2339
H -0.9235 -3.7886 5.3548
H 0.0889 4.7087 -2.5334
H 2.7769 -2.3540 -4.4400
H -2.9074 -3.3565 -6.0259
H 2.9133 -1.8982 -0.3655
H 4.2910 -1.3482 -2.3613
H 2.6720 0.4764 4.9529
H 0.2302 -3.6790 -1.3252
H 2.2324 0.6082 3.1369
H 2.6686 -2.3597 5.8153
H 3.3933 -0.1912 -0.0693
H -4.7267 1.4440 -2.6822
H -1.8517 -2.1713 -4.4857
H -4.4175 -3.3240 -6.8677
H 3.8726 4.1448 -3.3349
H 0.1268 1.6861 -5.1241
H -1.5990 -2.0062 6.8182
H 1.5889 -4.0444 -3.3641
H 1.3466 2.5742 -4.6321
H -2.3481 2.5963 -0.1482
H -3.3095 -1.8878 -6.9618
H 2.0758 -1.0908 6.9535
H 0.5836 -4.2766 6.1018
H 2.5567 2.0178 4.2913
H -2.1788 -0.0272 5.8024
H -5.2640 -1.3476 3.2412
H 2.2980 4.0592 -4.1969
H 0.9507 -0.4698 0.1236
H -0.5580 1.4304 6.4444
H 2.6467 -3.3633 -2.1929
H 0.8460 -1.3544 -1.2450
H -5.7494 -0.1595 -3.9646
H 1.3933 -0.1632 -5.8023
H 2.8666 4.4221 -1.2264
H 1.1047 1.0365 6.7967
H 2.4842 1.2223 -6.0876
H -1.3556 1.7994 3.9557
H -0.2405 -2.5979 -2.4638
H -1.2273 -2.1377 2.2637
H 3.6727 -0.5788 -5.0025
H -0.2825 -2.3873 8.0368
H 1.8443 -2.8752 7.3248
H -0.0341 2.8642 3.8465
H -0.3966 -0.7079 7.3463
H -0.0976 1.5465 2.7494
H -2.8178 3.6835 -1.4041
H -3.5623 -2.1396 1.5603
H 1.1463 -1.8444 -4.3905
H 0.6944 -3.7648 4.4314
H 0.6962 2.6225 6.0198
H -4.5491 -0.2056 5.3437
H 1.7617 2.3894 -0.5901
H 0.2934 4.4900 -0.7887
H 0.9648 5.8602 -1.6125
H 3.0456 1.9999 -1.6526
H 3.5825 0.8365 -3.9795
H -3.9702 2.5018 -0.9916
H 2.7108 5.4594 -3.4444
```

## Properties
DFT total energy   -2928.2990 Ha
Relative energy (zero: lowest compared OMol25 entry of this formula, charge and spin)   22.87 kJ/mol
Max |F|   0.0631 hartree/bohr
Gap between HOMO and LUMO (alpha / beta)   4.7196 / 7.1633 eV
HOMO level (alpha / beta)   -4.443 / -6.887 eV
LUMO level (alpha / beta)   0.01018 / 0.01015 Ha
2S+1   3